# C15H13ClMnN2O2S

A structure of composition C15H13ClMnN2O2S in a non-equilibrium geometry (ωB97M-V with the def2-TZVPD basis set, OMol25).

Gap between HOMO and LUMO (spin up / spin down) (eV): 6.477 / 5.038
HOMO (spin up / spin down) (eV): -15.39 / -15.57
<S²>: 3.918
Max |F| (eV Å⁻¹): 7.64
Charge: +2
2S+1: 4
E_LUMO (spin up / spin down) (eV): -8.9100 / -10.5277

Last column: Löwdin charge in e.
Atoms and positions in Å:
Cl -1.42 2.37 -2.45  0.56
C -0.72 -1.85 -2.03  -0.07
C 0.70 -2.01 -1.82  -0.09
C 1.39 -1.03 -2.63  -0.07
H 1.17 -2.81 -1.25  0.14
C 0.39 -0.29 -3.37  -0.31
C -0.91 -0.77 -2.96  -0.07
H -1.88 -0.43 -3.34  0.15
H -1.50 -2.49 -1.62  0.14
H 2.47 -0.95 -2.75  0.16
C 0.69 0.77 -4.38  -0.01
Mn 0.15 -0.06 -1.34  0.54
C 1.56 0.72 -0.48  -0.04
O 2.55 1.05 0.05  0.21
C -1.35 1.22 -0.91  -0.66
O -2.19 1.44 -0.09  0.00
H 1.66 1.24 -4.16  0.11
H -0.10 1.53 -4.30  0.03
H 0.69 0.33 -5.39  0.12
N -0.44 -2.96 1.11  0.21
C -0.36 -1.81 1.78  -0.57
N -0.16 -0.61 1.26  0.12
C -0.13 0.38 2.25  -0.22
C 0.07 1.76 2.09  0.02
C 0.07 2.57 3.24  0.03
C -0.13 2.05 4.54  0.05
C -0.32 0.67 4.70  -0.02
C -0.32 -0.14 3.57  -0.40
S -0.54 -1.87 3.55  1.20
H -0.59 -3.74 1.72  0.13
H -0.35 -3.04 0.10  0.09
H 0.21 2.20 1.08  0.11
H 0.22 3.64 3.14  0.14
H -0.12 2.71 5.44  0.15
H -0.48 0.20 5.67  0.13

---

# C15H13ClN2O2SW

A structure of composition C15H13ClN2O2SW in a non-equilibrium geometry (ωB97M-V with the def2-TZVPD basis set, OMol25).

Gap between HOMO and LUMO (spin up / spin down) (eV): 6.543 / 4.097
HOMO (spin up / spin down) (eV): -15.53 / -15.27
<S²>: 2.054
Max |F| (eV Å⁻¹): 6.28
Charge: +2
2S+1: 3
E_LUMO (spin up / spin down) (eV): -8.9865 / -11.1769

Last column: Löwdin charge in e.
Atoms and positions in Å:
Cl 2.56 -2.04 -1.21  0.45
C 1.14 1.61 0.88  -0.18
C 0.08 2.18 0.10  -0.14
C 0.28 1.81 -1.25  -0.11
H -0.70 2.83 0.46  0.14
C 1.46 1.00 -1.34  -0.39
C 2.00 0.89 0.00  -0.18
H 2.92 0.40 0.26  0.14
H 1.34 1.82 1.92  0.15
H -0.31 2.11 -2.10  0.13
C 2.07 0.49 -2.57  -0.08
W 0.11 -0.07 0.01  1.40
C -1.04 0.12 1.64  -0.21
C 1.29 -1.84 0.48  -0.54
O -1.71 0.37 2.58  0.16
O 1.54 -2.67 1.32  0.01
H 1.32 0.25 -3.31  0.09
H 2.59 -0.46 -2.36  -0.07
H 2.82 1.17 -2.98  0.13
N -1.73 -2.79 1.48  0.21
C -2.20 -2.41 0.27  -0.59
N -1.73 -1.40 -0.48  -0.01
C -2.47 -1.23 -1.66  -0.23
C -2.29 -0.23 -2.62  0.04
C -3.22 -0.15 -3.67  0.02
C -4.28 -1.07 -3.76  0.05
C -4.44 -2.07 -2.79  -0.01
C -3.53 -2.14 -1.76  -0.38
S -3.55 -3.30 -0.39  1.21
H -2.24 -3.56 1.90  0.14
H -1.03 -2.26 2.02  0.11
H -1.46 0.47 -2.54  0.09
H -3.12 0.63 -4.43  0.14
H -4.99 -1.01 -4.58  0.15
H -5.24 -2.80 -2.81  0.14

---

# C15H13CoN7O3

A structure of composition C15H13CoN7O3 in a non-equilibrium geometry (ωB97M-V with the def2-TZVPD basis set, OMol25).

Gap between HOMO and LUMO (spin up / spin down) (eV): 7.488 / 7.444
HOMO (spin up / spin down) (eV): -7.47 / -7.59
<S²>: 3.760
Max |F| (eV Å⁻¹): 1.54
Charge: 0
2S+1: 4
E_LUMO (spin up / spin down) (eV): 0.0196 / -0.1492

Last column: Löwdin charge in e.
Atoms and positions in Å:
Co -0.65 0.61 -0.39  0.79
O -1.16 -1.42 3.48  0.06
C -0.08 -2.21 3.35  -0.26
C 0.09 -3.25 4.27  -0.02
C 1.16 -4.10 4.17  -0.09
C 2.10 -3.95 3.14  -0.10
C 1.94 -2.93 2.23  -0.03
C 0.86 -2.04 2.32  -0.09
C 0.71 -0.96 1.33  -0.40
O -0.36 -0.20 1.38  -0.16
N 1.65 -0.80 0.43  0.07
N 1.29 0.15 -0.49  -0.08
C 2.21 0.84 -1.07  -0.05
C 1.94 1.91 -2.00  -0.15
C 3.00 2.41 -2.77  -0.06
C 2.82 3.42 -3.69  -0.11
C 1.55 3.96 -3.86  -0.09
C 0.49 3.52 -3.10  -0.03
C 0.64 2.50 -2.14  -0.34
O -0.39 2.16 -1.41  -0.18
H -1.13 -0.78 2.74  0.06
H -0.65 -3.36 5.05  0.11
H 1.28 -4.90 4.89  0.10
H 2.93 -4.63 3.06  0.10
H 2.65 -2.79 1.43  0.11
H 3.24 0.62 -0.81  0.13
H 3.99 1.98 -2.63  0.11
H 3.66 3.78 -4.27  0.10
H 1.39 4.73 -4.61  0.10
H -0.50 3.96 -3.20  0.11
N -5.42 0.37 0.33  0.15
N -4.30 0.19 -0.44  -0.27
N -4.35 0.17 -1.75  0.15
C -3.10 -0.10 -2.06  -0.15
N -2.34 -0.25 -0.96  -0.05
N -3.14 -0.05 0.08  0.11
H -6.11 0.90 -0.18  0.11
H -5.17 0.77 1.22  0.11
H -2.74 -0.23 -3.06  0.13